No. 1
87
Properties=species:S:1:pos:R:3:forces:R:3 method="wB97M-V/def2-TZVPD" gap_ev=7.703 max_force_ha_per_bohr=0.047
C 2.081 1.239 3.176 0.30 0.08 -0.74
C 2.169 0.617 1.943 0.91 -1.45 0.35
B 2.737 1.502 0.812 1.17 -0.36 0.87
C 1.812 1.612 -0.481 -0.19 -0.12 0.52
C 1.301 3.049 -0.663 1.35 0.01 -0.67
O 1.365 3.792 0.555 -0.97 -0.28 -0.07
Si -0.097 4.050 1.316 -0.28 0.38 1.06
C 0.309 4.473 3.117 0.29 -0.03 -1.06
C -1.241 2.548 1.339 0.13 -0.14 -0.24
C -1.046 5.534 0.650 0.40 -0.44 0.34
C 4.121 2.279 0.950 -0.34 -0.33 -0.20
C 5.352 1.343 0.865 -0.20 0.69 -0.61
S 6.493 1.505 2.278 0.24 -0.68 -0.04
C 7.201 3.053 1.966 0.08 0.50 -0.34
N 6.846 4.161 2.497 -0.87 0.32 0.88
N 7.627 5.157 1.983 0.18 0.54 -0.04
C 8.422 4.588 1.149 -0.45 0.58 0.53
O 8.227 3.278 1.089 0.45 -1.33 -0.78
H 2.995 1.411 3.742 0.06 1.85 -0.64
H 1.138 1.612 3.568 -0.21 -1.45 1.04
H 1.821 -0.423 1.809 -1.90 1.35 -0.63
H 2.447 1.329 -1.327 -0.17 -0.04 -0.16
H 0.973 0.919 -0.401 0.06 -0.15 -0.11
H 0.326 3.083 -1.160 -0.17 -0.01 0.28
H 1.996 3.535 -1.353 -0.11 0.22 0.00
H -0.518 4.211 3.770 0.00 0.07 0.17
H 0.510 5.544 3.146 -0.02 0.04 0.31
H 1.223 3.950 3.399 -0.04 -0.02 0.23
H -2.206 2.755 0.875 0.01 0.07 -0.08
H -1.445 2.290 2.379 0.01 0.01 0.06
H -0.837 1.648 0.872 0.06 0.04 -0.03
H -1.938 5.620 1.276 -0.19 -0.07 -0.19
H -1.314 5.445 -0.400 -0.10 0.20 -0.03
H -0.466 6.434 0.851 0.08 0.08 -0.31
H 4.148 2.768 1.922 -0.03 0.36 -0.12
H 4.182 3.012 0.146 0.17 0.33 0.27
H 5.897 1.590 -0.045 0.24 -0.12 0.05
H 5.098 0.289 0.765 0.04 -0.12 0.41
H 9.152 5.110 0.560 0.23 -0.35 -0.22
C -2.531 -5.715 2.251 -0.02 0.12 -0.14
O -3.355 -4.570 2.143 0.13 -0.18 0.14
C -3.773 -4.034 3.393 -0.27 0.25 -0.09
C -3.114 -2.696 3.662 0.25 -0.13 -0.12
N -1.687 -2.850 3.923 -0.11 0.13 -0.04
C -0.940 -1.594 3.941 0.13 -0.26 -0.01
C -0.880 -0.775 2.654 0.14 0.23 0.22
O -0.146 -1.383 1.607 -0.46 -0.20 -0.04
C -0.884 -2.309 0.826 0.35 -0.06 -0.18
H -2.422 -6.137 1.253 -0.04 0.04 -0.01
H -1.534 -5.461 2.625 0.00 -0.10 0.10
H -2.982 -6.470 2.902 0.04 -0.01 0.04
H -3.587 -4.734 4.212 0.11 -0.02 -0.03
H -4.853 -3.877 3.324 0.00 -0.03 0.04
H -3.588 -2.230 4.530 0.01 0.02 0.00
H -3.300 -2.059 2.787 -0.18 0.04 0.04
H -1.287 -3.448 3.213 -0.01 -0.04 0.01
H 0.088 -1.845 4.217 0.02 0.09 0.02
H -1.336 -0.963 4.743 -0.05 0.02 -0.04
H -0.343 0.147 2.889 0.01 -0.01 -0.02
H -1.871 -0.467 2.302 -0.03 -0.13 -0.05
H -1.939 -2.035 0.752 -0.02 -0.04 0.06
H -0.789 -3.324 1.221 -0.18 -0.02 0.01
H -0.455 -2.310 -0.177 -0.05 0.07 -0.01
C 0.069 -0.766 -3.218 -0.08 -0.19 -0.02
O -1.165 -1.340 -2.824 0.20 0.20 -0.07
C -2.292 -0.500 -3.050 -0.30 -0.16 0.21
C -3.169 -1.050 -4.157 0.26 -0.07 -0.15
N -2.514 -0.941 -5.455 -0.13 -0.09 0.07
C -3.182 -1.672 -6.530 0.24 0.11 -0.03
C -3.277 -3.192 -6.415 -0.20 -0.01 -0.22
O -2.035 -3.864 -6.510 -0.05 0.02 0.16
C -1.300 -3.958 -5.304 0.13 -0.07 -0.21
H 0.869 -1.404 -2.843 -0.05 -0.03 0.05
H 0.155 -0.719 -4.309 0.06 0.15 0.01
H 0.195 0.236 -2.797 0.01 0.02 -0.04
H -1.988 0.529 -3.263 0.08 -0.04 -0.08
H -2.872 -0.495 -2.123 0.01 0.05 0.00
H -4.108 -0.490 -4.181 -0.01 -0.01 -0.02
H -3.399 -2.094 -3.903 -0.12 0.04 0.13
H -1.568 -1.289 -5.375 0.02 0.02 0.01
H -2.635 -1.447 -7.448 -0.06 -0.03 -0.04
H -4.190 -1.264 -6.656 -0.03 -0.03 0.05
H -3.864 -3.540 -7.269 0.02 -0.01 0.00
H -3.823 -3.513 -5.520 0.11 0.04 0.10
H -1.952 -4.024 -4.429 -0.01 0.08 0.01
H -0.615 -3.113 -5.193 -0.04 0.02 0.17
H -0.694 -4.863 -5.353 -0.05 -0.02 -0.04

***

No. 2
85
Properties=species:S:1:pos:R:3:forces:R:3 method="wB97M-V/def2-TZVPD" s2=8.79 gap_ev="7.089 / 5.977" e_above_lowest_kcal_mol=0.3 charge=+2 max_force_ha_per_bohr=0.005 spin_multiplicity=6
Ir -0.323 0.380 -0.167 0.06 0.06 0.05
C -0.694 -6.075 0.611 0.00 0.01 0.01
C -1.184 -4.640 0.642 -0.03 -0.01 0.00
N -0.083 -3.739 0.993 0.03 0.03 0.00
C 0.000 -2.446 0.731 -0.02 0.05 -0.05
S -1.296 -1.629 -0.162 -0.05 -0.09 -0.01
N 1.109 -1.821 1.173 0.04 0.00 0.08
N 1.168 -0.560 0.827 -0.15 -0.19 -0.02
C 2.303 0.221 1.155 0.08 0.03 0.08
C 3.442 -0.348 1.916 -0.02 0.01 -0.01
C 2.233 1.528 0.666 0.07 0.02 -0.01
C 3.288 2.458 0.823 -0.04 -0.05 -0.02
C 3.161 3.732 0.331 -0.03 0.00 -0.01
C 1.984 4.103 -0.330 0.01 -0.02 0.02
C 0.980 3.166 -0.473 -0.07 0.03 -0.02
N 1.071 1.921 0.005 -0.06 0.00 -0.08
H -1.528 -6.738 0.389 0.00 0.00 -0.01
H -0.284 -6.374 1.577 0.00 0.00 0.01
H 0.066 -6.215 -0.157 0.00 0.00 0.00
H -1.979 -4.511 1.382 0.01 0.01 -0.02
H -1.576 -4.333 -0.327 0.00 -0.01 -0.01
H 0.700 -4.133 1.503 0.03 -0.01 0.01
H 3.198 -1.341 2.283 0.00 -0.01 0.01
H 3.701 0.288 2.764 0.00 0.01 0.00
H 4.330 -0.430 1.284 0.00 -0.01 -0.01
H 4.194 2.148 1.324 0.00 -0.01 0.01
H 3.969 4.441 0.447 0.00 0.01 0.00
H 1.850 5.095 -0.734 0.00 0.01 0.00
H 0.058 3.406 -0.988 0.04 -0.01 0.01
C -2.961 1.813 -4.190 -0.06 -0.01 0.05
Ge -2.667 1.780 -2.263 -0.01 -0.04 0.00
C -4.025 0.732 -1.327 -0.01 0.07 -0.03
C -2.550 3.607 -1.578 -0.01 -0.04 -0.01
C -0.933 0.804 -2.079 0.02 0.10 -0.04
H -3.899 2.326 -4.407 -0.01 0.00 -0.01
H -3.022 0.802 -4.592 0.01 -0.01 0.00
H -2.156 2.343 -4.696 0.02 0.00 0.01
H -5.020 1.145 -1.498 -0.01 -0.01 -0.01
H -3.841 0.721 -0.252 0.01 0.00 -0.01
H -4.022 -0.297 -1.691 0.00 -0.01 -0.01
H -3.521 4.093 -1.675 0.00 0.01 0.00
H -1.838 4.196 -2.157 0.02 -0.02 0.00
H -2.264 3.627 -0.527 0.01 0.00 0.03
H -0.137 1.371 -2.571 0.00 0.02 0.01
H -1.086 -0.108 -2.658 0.06 -0.02 0.01
C -2.510 4.869 2.168 0.05 -0.08 -0.01
Si -3.643 3.422 2.472 0.01 -0.06 0.06
C -5.008 3.217 1.225 0.09 -0.09 -0.03
C -4.335 3.508 4.202 0.04 0.01 -0.06
Sb -2.159 1.227 2.357 -0.09 0.12 0.09
Si -0.342 1.513 4.206 -0.04 0.10 0.03
C -1.250 1.979 5.769 0.07 -0.02 -0.03
C 0.773 2.903 3.644 -0.02 -0.06 -0.02
C 0.568 -0.097 4.447 -0.06 0.01 0.01
Si -3.639 -0.821 3.022 -0.09 0.06 0.00
C -4.679 -1.349 1.570 0.05 0.00 0.01
C -4.731 -0.237 4.419 0.08 -0.04 -0.03
C -2.461 -2.148 3.604 0.07 0.05 -0.04
H -3.111 5.780 2.104 -0.02 0.01 0.00
H -1.933 4.788 1.249 0.00 0.01 -0.03
H -1.811 4.997 2.996 -0.02 0.00 0.03
H -5.680 4.077 1.272 0.01 0.03 0.03
H -5.598 2.322 1.430 -0.01 0.01 0.03
H -4.626 3.140 0.208 0.00 0.02 -0.03
H -4.849 4.472 4.267 -0.02 0.00 0.03
H -3.578 3.489 4.985 -0.01 0.01 -0.04
H -5.069 2.733 4.411 -0.02 -0.05 -0.01
H -1.642 2.995 5.732 0.02 0.00 0.00
H -0.534 1.933 6.595 0.00 0.01 0.02
H -2.066 1.298 6.010 -0.01 -0.02 -0.01
H 0.250 3.859 3.659 -0.03 0.01 0.00
H 1.166 2.751 2.638 -0.02 -0.01 0.05
H 1.622 2.980 4.329 0.01 0.01 0.01
H -0.039 -0.798 5.022 0.01 0.01 0.01
H 1.480 0.091 5.021 0.00 0.01 0.01
H 0.846 -0.588 3.518 0.05 -0.03 -0.09
H -5.384 -0.570 1.278 0.01 0.01 0.00
H -5.265 -2.221 1.875 -0.01 -0.01 0.01
H -4.095 -1.627 0.693 0.00 0.00 0.03
H -5.492 0.462 4.076 -0.01 0.02 -0.03
H -4.176 0.224 5.236 0.01 0.00 0.01
H -5.251 -1.110 4.824 -0.01 0.00 0.01
H -1.658 -2.341 2.889 -0.05 0.00 0.02
H -3.011 -3.078 3.766 -0.02 -0.01 0.00
H -2.001 -1.869 4.554 -0.02 -0.01 0.01

***

No. 3
84
Properties=species:S:1:pos:R:3:forces:R:3 method="wB97M-V/def2-TZVPD" gap_ev=9.542 charge=+1 max_force_ha_per_bohr=0.007
C -2.220 0.585 0.800 0.06 -0.03 -0.29
C -1.931 -0.744 0.097 -0.01 -0.04 0.11
C -2.025 -1.960 1.018 -0.21 0.01 -0.01
C -0.669 -0.718 -0.777 0.06 -0.01 -0.06
C 0.758 -0.872 -0.217 0.16 0.12 0.11
C 1.354 0.063 0.835 0.04 0.02 -0.11
P 1.045 -0.094 2.653 -0.17 0.30 0.05
P 1.837 -2.136 2.760 -0.01 -0.03 0.11
O 2.973 -2.178 1.837 0.09 -0.16 0.01
O 0.735 -3.236 2.407 -0.19 0.04 0.04
O 2.188 -2.419 4.287 -0.05 0.03 0.05
C 1.252 1.424 0.132 0.14 0.02 -0.04
C 1.902 2.658 0.773 0.05 -0.11 0.06
Cl 1.222 4.073 -0.114 0.00 0.04 0.05
C 3.427 2.810 0.746 -0.14 0.05 -0.21
C 3.931 4.111 1.375 0.00 -0.04 0.12
Cl 4.167 1.392 1.565 0.10 -0.06 0.03
C 1.811 1.081 -1.260 0.04 -0.03 -0.06
N 1.638 -0.437 -1.413 -0.09 0.08 -0.01
S 3.235 -1.213 -1.536 -0.07 0.03 0.05
H -2.106 1.406 0.087 -0.05 0.05 0.07
H -3.255 0.606 1.141 0.04 -0.02 0.15
H -1.563 0.783 1.647 -0.10 0.00 0.00
H -2.737 -0.862 -0.633 0.06 0.02 -0.08
H -3.071 -2.126 1.281 0.02 -0.01 0.06
H -1.471 -1.838 1.947 0.06 -0.02 -0.08
H -1.669 -2.867 0.525 0.03 0.01 0.01
H -0.705 0.211 -1.359 -0.04 -0.01 0.01
H -0.770 -1.534 -1.503 0.02 0.02 -0.01
H 1.010 -1.905 0.015 -0.14 -0.06 -0.06
H 2.417 -0.201 0.850 -0.08 -0.06 0.00
H -0.340 -0.343 2.715 0.11 -0.22 0.00
H 0.422 -3.780 3.143 0.10 0.05 -0.10
H 1.594 -2.054 4.958 0.15 0.00 -0.10
H 0.198 1.681 0.033 0.01 0.02 0.03
H 1.552 2.722 1.804 0.02 0.14 -0.02
H 3.768 2.748 -0.287 -0.01 0.03 0.06
H 3.112 4.711 1.767 -0.03 0.00 0.00
H 4.611 3.894 2.195 0.02 0.01 -0.02
H 4.466 4.711 0.641 -0.03 0.02 -0.02
H 2.876 1.290 -1.338 -0.02 -0.02 0.00
H 1.309 1.573 -2.090 -0.07 -0.01 0.05
H 1.125 -0.623 -2.274 0.06 -0.05 -0.02
H 2.781 -2.405 -1.123 0.09 -0.06 0.02
C -9.073 -4.991 1.277 -0.01 0.01 0.00
C -8.274 -3.804 0.750 -0.01 0.00 0.02
C -6.808 -3.818 1.178 0.04 -0.02 -0.04
C -6.573 -3.762 2.688 0.03 0.00 0.02
C -7.171 -2.545 3.392 0.03 0.01 0.03
C -6.595 -1.220 2.904 -0.02 0.01 -0.03
H -9.106 -5.004 2.367 0.00 0.00 0.00
H -10.103 -4.961 0.920 0.00 0.00 -0.01
H -8.633 -5.934 0.946 0.01 0.00 0.01
H -8.747 -2.872 1.073 0.01 0.01 0.00
H -8.316 -3.798 -0.342 -0.01 0.00 0.00
H -6.288 -2.985 0.694 0.00 0.01 0.01
H -6.338 -4.729 0.792 -0.01 0.00 -0.01
H -5.493 -3.773 2.872 0.00 -0.01 0.00
H -6.963 -4.670 3.154 -0.01 0.00 -0.01
H -6.983 -2.642 4.464 -0.03 0.01 0.00
H -8.257 -2.538 3.276 0.00 -0.01 -0.01
H -5.508 -1.204 3.027 0.00 0.01 0.00
H -7.007 -0.380 3.463 0.01 0.00 0.01
H -6.813 -1.049 1.848 -0.01 0.00 0.00
C 3.428 4.205 -3.144 0.03 -0.01 -0.03
C 4.195 3.558 -4.291 0.00 -0.01 0.02
C 4.671 2.139 -3.982 -0.01 0.00 0.02
C 5.629 2.025 -2.792 -0.03 -0.01 0.01
C 6.889 2.884 -2.900 0.01 -0.01 0.00
C 7.759 2.532 -4.101 0.00 0.02 0.01
H 4.045 4.309 -2.248 0.00 0.00 0.00
H 3.073 5.201 -3.408 0.00 0.00 -0.01
H 2.549 3.611 -2.878 -0.02 -0.01 0.03
H 5.049 4.184 -4.559 0.01 0.00 -0.01
H 3.558 3.525 -5.179 0.00 0.02 0.00
H 5.148 1.719 -4.870 0.01 0.00 0.00
H 3.794 1.505 -3.794 0.00 0.00 0.00
H 5.925 0.977 -2.680 0.00 -0.01 0.01
H 5.107 2.293 -1.866 -0.01 -0.02 -0.01
H 7.470 2.759 -1.983 0.00 0.00 0.00
H 6.614 3.941 -2.942 -0.01 0.00 0.01
H 8.064 1.484 -4.069 -0.01 0.00 -0.01
H 8.663 3.140 -4.120 0.00 -0.01 0.00
H 7.236 2.698 -5.044 0.00 0.00 0.00